(1)
73
Properties=species:S:1:pos:R:3:forces:R:3:lowdin_charge:R:1 method="wB97M-V/def2-TZVPD" s_squared=3.762 multiplicity=4 total_charge=+2 relative_energy_kcal_mol=0.0 gap_ev="8.52 / 7.89" max_force_ev_per_a=1.07
Co -0.119 -0.011 -0.471 0.68 0.11 0.39 0.3897
C 0.654 1.158 2.960 0.05 -0.07 -0.10 -0.2601
C 0.958 2.225 1.901 -0.14 -0.16 -0.11 -0.3063
P -0.026 2.125 0.351 -0.19 0.95 0.39 0.9836
C 0.608 3.425 -0.738 -0.08 -0.18 -0.25 -0.3758
C 1.726 4.216 -0.495 -0.06 -0.07 0.12 -0.0868
C 2.095 5.181 -1.422 0.09 0.09 -0.03 -0.0561
C 1.365 5.355 -2.587 -0.01 -0.02 0.01 -0.0507
C 0.255 4.556 -2.840 0.00 0.01 -0.03 -0.0568
C -0.118 3.592 -1.923 0.09 0.01 0.09 -0.0994
C -1.707 2.688 0.740 0.10 -0.15 -0.05 -0.3700
C -2.791 1.918 0.318 0.18 -0.01 0.06 -0.1291
C -4.089 2.349 0.543 -0.02 0.01 0.03 -0.0600
C -4.304 3.557 1.191 -0.06 -0.05 -0.04 -0.0467
C -3.228 4.335 1.601 0.05 0.10 0.03 -0.0466
C -1.930 3.912 1.369 -0.02 -0.07 0.06 -0.0651
C 0.975 -0.287 2.544 -0.12 -0.05 -0.17 -0.3075
P -0.353 -1.100 1.545 0.11 -0.47 0.96 1.0100
C 0.262 -2.744 1.098 -0.09 0.05 -0.09 -0.4227
C -0.525 -3.451 0.183 0.06 0.04 0.11 -0.1280
C -0.127 -4.703 -0.257 -0.02 -0.05 -0.03 -0.0595
C 1.066 -5.248 0.202 -0.02 0.02 0.02 -0.0611
C 1.856 -4.542 1.098 0.07 -0.06 0.02 -0.0611
C 1.459 -3.291 1.550 -0.06 0.10 0.01 -0.0786
C -1.656 -1.407 2.780 -0.05 0.12 -0.21 -0.3350
C -1.732 -2.654 3.402 0.07 0.03 -0.03 -0.0707
C -2.636 -2.855 4.432 -0.05 -0.07 0.06 -0.0512
C -3.465 -1.825 4.853 0.03 0.02 -0.03 -0.0484
C -3.402 -0.589 4.227 -0.01 0.05 -0.01 -0.0547
C -2.509 -0.381 3.187 0.00 -0.10 -0.08 -0.0963
H -0.378 1.235 3.300 -0.06 0.04 0.04 0.0940
H 1.276 1.390 3.825 -0.05 0.02 0.04 0.1245
H 2.015 2.165 1.624 -0.01 0.04 -0.03 0.0871
H 0.783 3.217 2.323 0.08 0.02 -0.01 0.0960
H 2.302 4.103 0.416 -0.01 0.02 -0.02 0.1034
H 2.954 5.810 -1.229 0.00 -0.02 0.01 0.1172
H 1.656 6.115 -3.299 0.01 0.00 0.01 0.1180
H -0.317 4.695 -3.749 0.00 0.00 0.01 0.1150
H -0.992 2.972 -2.101 -0.02 0.06 -0.06 0.0997
H -2.614 0.976 -0.192 -0.09 -0.03 0.01 0.0696
H -4.927 1.747 0.219 0.00 0.01 -0.01 0.1161
H -5.315 3.899 1.365 0.02 0.01 0.02 0.1189
H -3.404 5.282 2.095 0.00 -0.01 -0.01 0.1189
H -1.096 4.538 1.665 -0.02 0.01 0.01 0.1148
H 1.103 -0.907 3.433 0.06 0.00 0.00 0.1020
H 1.906 -0.314 1.969 0.03 -0.05 0.03 0.0836
H -1.455 -3.017 -0.172 -0.03 -0.06 0.00 0.1072
H -0.745 -5.256 -0.953 0.00 0.00 0.01 0.1173
H 1.378 -6.227 -0.136 0.01 0.01 -0.01 0.1196
H 2.782 -4.972 1.455 0.00 0.01 -0.01 0.1200
H 2.084 -2.748 2.248 -0.01 -0.05 0.01 0.1090
H -1.089 -3.466 3.088 -0.01 0.00 0.03 0.1057
H -2.694 -3.824 4.911 0.01 0.00 -0.01 0.1178
H -4.161 -1.987 5.665 0.00 -0.01 -0.01 0.1184
H -4.048 0.219 4.545 -0.02 -0.03 -0.01 0.1159
H -2.496 0.575 2.686 0.02 0.16 -0.06 0.0803
C -1.554 -0.907 -4.577 -0.08 -0.16 -0.48 0.0005
C -1.273 -0.620 -3.198 -0.16 0.11 0.37 -0.1224
N -1.070 -0.387 -2.094 -0.28 -0.26 -0.97 0.1305
H -2.631 -0.967 -4.737 0.01 0.02 0.07 0.1134
H -1.103 -1.862 -4.850 0.00 0.03 0.01 0.1109
H -1.143 -0.122 -5.212 0.01 0.00 0.04 0.1112
Cl 3.675 -3.800 -2.085 0.05 -0.04 -0.02 0.7681
C 3.387 -2.153 -1.714 -0.04 0.23 0.05 -0.6276
C 4.394 -1.200 -1.790 -0.02 -0.04 0.02 -0.0345
C 4.076 0.117 -1.502 -0.04 0.03 0.01 -0.0118
C 2.786 0.438 -1.125 0.08 0.06 0.00 -0.1032
N 1.822 -0.488 -1.022 -0.15 -0.11 -0.07 -0.0243
C 2.116 -1.758 -1.325 0.09 -0.19 -0.07 -0.1405
H 5.401 -1.484 -2.066 -0.02 -0.02 -0.05 0.1292
H 4.820 0.898 -1.574 0.02 -0.02 0.02 0.1265
H 2.511 1.463 -0.911 -0.02 -0.01 0.00 0.0916
H 1.324 -2.493 -1.246 0.05 0.04 -0.03 0.0934

***

(2)
8
Properties=species:S:1:pos:R:3:forces:R:3:lowdin_charge:R:1 method="wB97M-V/def2-TZVPD" relative_energy_kcal_mol=25.6 gap_ev=10.71 max_force_ev_per_a=4.82
C -0.164 -0.471 0.120 -0.64 0.51 1.42 -0.1607
N 1.073 -0.178 0.734 4.03 2.52 -0.78 -0.1212
C 1.660 0.974 0.542 -2.55 -3.84 1.11 -0.7071
Br 3.316 1.354 1.274 0.60 0.07 0.28 0.6950
H -0.669 -0.961 0.937 -1.26 0.73 0.88 0.0693
H -0.174 -1.432 -0.402 0.62 0.83 -1.54 0.0880
H -0.611 0.505 -0.193 -0.50 -1.45 -0.62 0.0961
H 1.177 1.826 0.123 -0.29 0.62 -0.74 0.0407